1 | Entry from the Open Molecules 2025 dataset: a 2-piece molecular cluster, C23H23N3O4 overall (ωB97M-V with the def2-TZVPD basis set).

Summary:
**Orbital gap**: 3.4 eV
**Charge**: 0
**Molecular weight**: 405.45 g/mol

Element x y z (Å)
C 3.2003 0.4281 1.9863
C 3.8441 -0.5942 2.9213
O 3.1067 -0.5223 4.1186
C 2.1232 0.4212 3.9338
O 1.3030 0.7301 4.7831
N 2.1600 0.9919 2.7035
H 3.9014 1.2194 1.6883
H 2.7931 -0.0343 1.0773
H 3.7783 -1.6264 2.5478
H 4.8932 -0.3658 3.1568
C -3.4726 -6.2178 0.0130
O -2.4365 -6.2457 -0.9409
C -1.9742 -4.9830 -1.3310
C -0.7957 -4.9215 -2.0795
C -0.2649 -3.7142 -2.4703
C -0.8955 -2.5166 -2.1481
N -0.3558 -1.2551 -2.6086
C -0.1432 -0.0428 -1.9574
C -0.5927 0.3083 -0.6174
C -0.0804 1.4802 0.0305
C -0.7370 2.0753 1.0594
C -0.3943 3.3564 1.6187
C -1.3829 4.1450 2.2317
C -1.1044 5.4246 2.6514
C 0.1666 5.9477 2.4985
C 1.1603 5.1825 1.9163
C 0.8876 3.9093 1.4774
O -1.4639 -0.3640 -0.0462
N 0.4586 0.8045 -2.8728
C 0.7687 2.2288 -2.7613
C 0.5782 0.1379 -4.0770
C 0.0844 -1.1134 -3.9224
C -2.0813 -2.5797 -1.4302
C -2.6089 -3.7794 -1.0179
H -3.6544 -7.2413 0.3454
H -3.1741 -5.6111 0.8717
H -4.3851 -5.8208 -0.4372
H -0.3155 -5.8474 -2.3451
H 0.6488 -3.6824 -3.0374
H 0.8047 1.9369 -0.3626
H -1.6503 1.6113 1.3877
H -2.3859 3.7624 2.3081
H -1.8851 6.0387 3.0703
H 0.3744 6.9599 2.8054
H 2.1452 5.5981 1.7858
H 1.6611 3.3208 1.0202
H 0.8147 2.6681 -3.7550
H 0.0015 2.7523 -2.1956
H 1.7368 2.3675 -2.2851
H 0.9415 0.5887 -4.9860
H -0.0127 -1.8652 -4.6909
H -2.5681 -1.6552 -1.1822
H -3.5209 -3.7957 -0.4503


2 | Entry from the Open Molecules 2025 dataset: C23H23N3O4 in the gas phase (ωB97M-V with the def2-TZVPD basis set).

Summary:
**Structure (SMILES)**: COc1ccccc1O[C@H](C)C(=O)Nc1ccccc1C(=O)NCc1cccnc1
**Orbital gap**: 8.6 eV
**Charge**: 0
**Molecular weight**: 405.45 g/mol

Element x y z (Å)
C 0.8315 3.3678 3.0428
O -0.1893 2.4123 2.9015
C 0.0568 1.1103 3.2671
C 1.1420 0.7324 4.0466
C 1.3437 -0.5897 4.4023
C 0.4553 -1.5591 3.9791
C -0.6261 -1.1983 3.2003
C -0.8432 0.1240 2.8298
O -1.9382 0.3088 2.0303
C -2.3491 1.5846 1.5803
C -3.6243 1.3634 0.7653
C -1.3258 2.3023 0.6894
O -1.4014 3.4944 0.4840
N -0.4262 1.4506 0.1305
C 0.6963 1.7436 -0.6230
C 1.0694 3.0585 -0.9081
C 2.2186 3.3253 -1.6220
C 3.0255 2.2887 -2.0668
C 2.6543 0.9831 -1.8162
C 1.4875 0.6838 -1.1145
C 1.0909 -0.7259 -0.8681
O 0.4301 -1.0808 0.1008
N 1.5078 -1.6188 -1.7960
C 1.1420 -3.0176 -1.7291
C 0.0849 -3.3631 -2.7427
C 0.2830 -4.3332 -3.7161
C -0.7277 -4.5893 -4.6288
C -1.8989 -3.8535 -4.5354
N -2.0985 -2.9254 -3.6149
C -1.1361 -2.6914 -2.7443
H 1.7660 3.0281 2.5846
H 0.4675 4.2487 2.5152
H 1.0061 3.6195 4.0939
H 1.8410 1.4808 4.3853
H 2.1973 -0.8520 5.0087
H 0.6034 -2.5934 4.2481
H -1.3264 -1.9342 2.8400
H -2.5637 2.2480 2.4278
H -3.4201 0.6857 -0.0601
H -4.3928 0.9234 1.3949
H -3.9744 2.3143 0.3746
H -0.5038 0.4618 0.3843
H 0.4465 3.8607 -0.5494
H 2.4951 4.3494 -1.8229
H 3.9377 2.4975 -2.6046
H 3.3037 0.1827 -2.1416
H 1.9193 -1.2886 -2.6538
H 2.0338 -3.6337 -1.8823
H 0.7590 -3.1819 -0.7165
H 1.2132 -4.8838 -3.7558
H -0.6069 -5.3396 -5.3947
H -2.7173 -4.0109 -5.2252
H -1.3448 -1.9321 -2.0018


Stability, highest: 2


1 | Entry from the Open Molecules 2025 dataset: C23H27N3O5 in the gas phase (ωB97M-V with the def2-TZVPD basis set).

Summary:
**Structure (SMILES)**: CCc1ccc(NC(=O)C[C@H]2C(=O)N(c3cccc(OC)c3)C(=O)N2CCOC)cc1
**Orbital gap**: 9.0 eV
**Charge**: 0
**Molecular weight**: 425.49 g/mol

Element x y z (Å)
C -5.8363 -0.9419 1.4204
C -5.2103 -2.2971 1.0851
C -3.8578 -2.1250 0.4554
C -3.7374 -1.8542 -0.9030
C -2.4971 -1.6804 -1.4834
C -1.3395 -1.7795 -0.7140
N -0.1111 -1.6236 -1.3722
C 1.1422 -1.7697 -0.8777
O 1.4145 -2.0732 0.2637
C 2.2285 -1.4853 -1.9152
C 2.6369 0.0002 -1.8598
C 1.3896 0.8853 -1.8205
O 0.5102 0.9039 -2.6490
N 1.4651 1.6058 -0.6717
C 0.4887 2.5290 -0.2181
C 0.8871 3.7542 0.2905
C -0.0826 4.6413 0.7300
C -1.4201 4.3194 0.6474
C -1.8177 3.0846 0.1292
O -3.1556 2.8620 0.0859
C -3.6183 1.6445 -0.4489
C -0.8534 2.1792 -0.2964
C 2.6511 1.3194 0.0505
O 2.9862 1.8350 1.0822
N 3.3244 0.3878 -0.6612
C 4.5964 -0.1396 -0.2302
C 4.4483 -1.1104 0.9601
O 5.6028 -1.8845 1.1683
C 6.6712 -1.1935 1.7696
C -1.4485 -2.0311 0.6491
C -2.6986 -2.1977 1.2166
H -5.9810 -0.3570 0.5150
H -6.8014 -1.0795 1.9022
H -5.1903 -0.3811 2.0921
H -5.1165 -2.8854 1.9996
H -5.8687 -2.8351 0.3996
H -4.6250 -1.7852 -1.5149
H -2.4183 -1.4712 -2.5413
H -0.1979 -1.3164 -2.3332
H 1.8746 -1.7102 -2.9214
H 3.0966 -2.1051 -1.6890
H 3.2401 0.2355 -2.7480
H 1.9332 4.0016 0.3547
H 0.2140 5.5969 1.1341
H -2.1841 5.0044 0.9783
H -3.2890 0.7893 0.1489
H -3.2902 1.5101 -1.4840
H -4.7047 1.7085 -0.4203
H -1.1234 1.2130 -0.6886
H 5.2302 0.7048 0.0585
H 5.0582 -0.6625 -1.0706
H 3.6412 -1.8196 0.7613
H 4.1909 -0.5350 1.8587
H 7.4177 -1.9446 2.0218
H 6.3462 -0.6818 2.6825
H 7.1189 -0.4580 1.0918
H -0.5604 -2.1038 1.2536
H -2.7698 -2.3974 2.2758


2 | Entry from the Open Molecules 2025 dataset: C23H27N3O5 in the gas phase (ωB97M-V with the def2-TZVPD basis set).

Summary:
**Structure (SMILES)**: COc1cccc(N2CCN(C(=O)c3cc4c(OC)c(OC)c(OC)cc4[nH]3)CC2)c1
**Orbital gap**: 8.2 eV
**Charge**: 0
**Molecular weight**: 425.48 g/mol

Element x y z (Å)
C -8.6891 -1.3461 1.1076
O -7.5301 -0.5528 1.0505
C -6.6617 -0.7461 0.0138
C -6.8199 -1.6892 -0.9917
C -5.8529 -1.7691 -1.9820
C -4.7518 -0.9431 -1.9838
C -4.5694 0.0058 -0.9672
N -3.4858 0.8744 -1.0210
C -2.1726 0.3656 -1.3432
C -1.4272 -0.0833 -0.0689
N -1.3503 1.0121 0.8710
C -0.2469 1.7975 1.0555
O -0.3282 2.9278 1.5034
C 1.0575 1.1740 0.7571
C 2.1389 1.7342 0.1330
C 3.1749 0.7644 0.1370
C 4.4921 0.7721 -0.3703
O 4.8456 1.9230 -0.9913
C 6.1654 2.1420 -1.4378
C 5.2621 -0.3676 -0.1735
O 6.5775 -0.4285 -0.6186
C 6.8028 -1.3158 -1.6944
C 4.7401 -1.4876 0.5356
O 5.6216 -2.5205 0.6843
C 5.2347 -3.6248 1.4604
C 3.4493 -1.5046 1.0217
C 2.6758 -0.3680 0.8053
N 1.3838 -0.1105 1.1513
C -2.6531 1.5648 1.1932
C -3.3755 1.9803 -0.0946
C -5.5433 0.0840 0.0246
H -9.2286 -1.0176 1.9948
H -9.3213 -1.1993 0.2257
H -8.4458 -2.4093 1.2062
H -7.6714 -2.3488 -1.0229
H -5.9739 -2.4910 -2.7766
H -4.0444 -1.0155 -2.7946
H -2.2411 -0.4764 -2.0288
H -1.5992 1.1658 -1.8243
H -0.4298 -0.4254 -0.3406
H -1.9827 -0.9076 0.3957
H 2.1880 2.7158 -0.2901
H 6.8943 1.9584 -0.6471
H 6.4083 1.5202 -2.3034
H 6.1943 3.1915 -1.7319
H 7.8557 -1.2100 -1.9508
H 6.5989 -2.3514 -1.4136
H 6.1859 -1.0511 -2.5625
H 6.1035 -4.2808 1.4915
H 4.9702 -3.3263 2.4798
H 4.3933 -4.1614 1.0084
H 3.0459 -2.3483 1.5560
H 0.8101 -0.6919 1.7382
H -2.4980 2.4275 1.8422
H -3.2293 0.7983 1.7213
H -4.3614 2.3881 0.1213
H -2.7834 2.7610 -0.5852
H -5.4767 0.7834 0.8412


Stability, highest: 1


1 | Entry from the Open Molecules 2025 dataset: a 2-piece molecular cluster, C5H8ClNO overall (ωB97M-V with the def2-TZVPD basis set).

Summary:
**Orbital gap (alpha / beta)**: 6.8 / 6.7 eV
**Charge**: 0
**Molecular weight**: 133.58 g/mol

Element x y z (Å)
C -1.0480 -1.3592 0.1172
C 1.6498 -0.0931 0.8951
C -0.0270 0.0818 -1.8247
C 0.2227 0.5741 0.7352
C -0.3219 -0.3096 -0.3721
N -1.5480 -2.3362 0.5114
O -0.6510 0.6029 1.7899
Cl -2.8054 1.0431 -0.2515
H 1.6593 -0.9527 0.3613
H 1.6894 -0.2865 1.8907
H 2.3514 0.5512 0.6505
H -0.3526 -0.7766 -2.4109
H 1.0813 0.3876 -1.8204
H -0.5928 0.9151 -2.1216
H 0.2541 1.5233 0.2448
H -1.5615 0.4347 1.6051


2 | Entry from the Open Molecules 2025 dataset: a 2-piece molecular cluster, C5H8ClNO overall (ωB97M-V with the def2-TZVPD basis set).

Summary:
**Structure (SMILES)**: C=C(C#N)[C@H](C)O.Cl
**Orbital gap**: 10.4 eV
**Charge**: 0
**Molecular weight**: 133.58 g/mol

Element x y z (Å)
C 0.2349 -1.2550 -1.7619
C 0.7887 -0.8133 -0.6453
C 2.1651 -0.8150 -0.3690
N 3.2561 -0.9046 -0.0743
C -0.0180 -0.0833 0.4264
C -0.2810 1.2987 -0.2071
O 0.6325 0.0317 1.6474
H 0.7773 -1.8884 -2.5060
H -0.7349 -0.9997 -1.9322
H -1.0721 -0.5664 0.5382
H 0.7329 1.6929 -0.1908
H -0.8061 1.8954 0.4643
H -0.5811 1.1174 -1.1975
H 0.6533 -0.8583 2.0760
Cl -1.0017 -3.0416 2.0682
H -1.4049 -1.8898 2.4698


Stability, highest: 2